<one>
C6H8O3 | wB97M-V/def2-TZVPD

Last column: Löwdin charge in e.
Positions of all 17 atoms, in Å:
C 0.64245 0.52826 0.96676  -0.077
C 0.85723 1.59871 0.20805  -0.168
C -2.56604 1.08146 0.00200  -0.168
C 0.76933 -0.66851 0.12526  -0.194
C 1.04784 -0.12044 -1.08086  -0.329
C 0.67695 -2.02608 0.75462  -0.037
O -2.89566 1.33717 -1.08972  0.008
O 1.16972 1.20273 -1.00487  0.084
O 1.22533 -0.73050 -2.31112  0.089
H 0.32165 0.61481 2.00277  0.122
H 0.80900 2.65503 0.31036  0.127
H -1.46540 0.74746 0.26645  0.083
H 0.95949 -0.08022 -3.00019  0.132
H -0.28978 -2.43121 0.81840  0.044
H 0.83406 -1.81779 1.89495  0.111
H 1.30024 -2.85580 0.37769  0.086
H -3.39640 0.96493 0.75946  0.086

Output
lowest unoccupied orbital energy	0.749	eV
spin multiplicity	1
HOMO energy	-8.49	eV
structure (SMILES)	Cc1ccoc1O.C=O


<two>
C6H8O3 | wB97M-V/def2-TZVPD

Last column: Löwdin charge in e.
Positions of all 17 atoms, in Å:
O -1.77288 -3.74250 -2.99094  0.051
C -0.88261 -3.35625 -2.26335  -0.287
C -0.65026 -1.96505 -1.95470  0.049
C -0.47362 -0.81149 -1.62020  0.013
C -0.27091 0.57083 -1.19701  -0.138
C 0.85921 0.71930 -0.20054  -0.328
C 0.82622 1.76140 0.82582  -0.085
O 0.57359 0.34962 1.14227  -0.060
H -0.15832 -4.06550 -1.81257  0.120
H -0.04635 1.18309 -2.08443  0.135
H -1.20845 0.95651 -0.76846  0.138
H 1.83655 0.37188 -0.54748  0.149
H 1.76967 2.15257 1.21210  0.114
H -0.03174 2.44017 0.83551  0.118
O -0.46203 1.31971 3.70424  -0.081
H -0.14784 0.38955 3.50011  0.065
H 0.23977 1.72618 4.21963  0.028

Output
lowest unoccupied orbital energy	0.251	eV
spin multiplicity	1
HOMO energy	-10.40	eV
structure (SMILES)	O=CC#CC[C@H]1CO1.O


The most stable of them is <one>.